{
  "formula": "C6H10O",
  "method": "ωB97M-V with the def2-TZVPD basis set",
  "largest_force_ha_per_bohr": 0.027,
  "smiles": "C[C@H]1O[C@H]2CC[C@H]21",
  "homo_energy_ha": -0.338,
  "total_energy_ev": -8428.7533,
  "total_charge": 0,
  "homo_lumo_gap_ev": 10.261,
  "relative_energy_kj_mol": 239.97,
  "elements": ["C", "C", "O", "C", "C", "C", "C", "H", "H", "H", "H", "H", "H", "H", "H", "H", "H"],
  "positions_angstrom": [[-0.903, 1.660, 0.419], [0.046, 0.682, 1.057], [-0.610, -0.515, 1.472], [0.122, -1.362, 0.640], [-0.314, -1.369, -0.835], [0.757, -0.375, -1.265], [1.095, 0.047, 0.153], [-1.056, 1.408, -0.635], [-1.862, 1.601, 0.935], [-0.508, 2.675, 0.486], [0.540, 1.106, 1.944], [0.092, -2.370, 1.102], [-1.328, -0.975, -0.934], [-0.261, -2.346, -1.322], [1.644, -0.916, -1.618], [0.490, 0.369, -2.023], [2.021, 0.659, 0.187]],
  "forces_ev_per_a": [[-0.129, 0.209, -0.073], [-0.179, 0.370, -0.031], [-0.389, 0.069, -0.081], [0.340, -0.011, -0.131], [-0.171, -0.064, -0.124], [-0.087, 0.012, -0.197], [-0.101, -0.300, 0.112], [-0.110, 0.106, 0.136], [0.028, 0.197, -0.032], [-0.105, 0.017, -0.069], [-0.150, 0.002, -0.168], [1.102, 0.483, -0.114], [0.003, -0.118, 0.039], [-0.049, 0.066, 0.090], [-0.203, 0.108, -0.113], [0.034, 0.089, 0.173], [0.167, -1.234, 0.581]]
}